The following is a quantum chemistry calculation of a cluster of 2 separate species, C5H13NO in total in a non-equilibrium geometry, from the OMol25 dataset.

Geometry as ORCA input:
```
! wB97M-V def2-TZVPD RIJCOSX def2/J DEFGRID3
* xyz 0 1
C -0.550 -0.997 0.667
C 0.756 -0.696 0.106
C 1.924 -1.001 1.164
C 1.070 -0.124 -1.112
C 2.460 0.366 -1.478
N 0.012 0.135 -2.088
H -1.417 -1.053 -0.048
H -0.389 -1.923 1.283
H -1.019 -0.382 1.553
H 1.550 -1.413 2.064
H 2.703 -1.808 0.668
H 2.502 -0.101 1.221
H 2.619 0.164 -2.528
H 3.241 -0.075 -0.994
H 2.543 1.504 -1.341
H -0.828 0.342 -1.516
H 0.095 0.966 -2.709
O -5.443 2.172 1.852
H -6.045 1.496 2.249
H -5.783 2.428 0.987
*
```

Summary:
E = -8931.7639 eV
SMILES = CC(C)=C(C)N.O
Kohn-Sham gap = 0.30978 Ha

The following is a quantum chemistry calculation of a cluster of 2 separate species, C6H12O6 in total in a non-equilibrium geometry, from the OMol25 dataset.

Geometry as ORCA input:
```
! wB97M-V def2-TZVPD RIJCOSX def2/J DEFGRID3
* xyz 0 1
C 2.620 -0.318 -0.507
O 1.364 -0.310 -1.097
C 1.210 0.740 -2.046
O 1.593 1.981 -1.445
C 2.912 1.927 -0.903
O 2.969 0.893 0.041
H 3.379 -0.628 -1.251
H 2.620 -1.070 0.306
H 0.149 0.832 -2.348
H 1.809 0.588 -2.965
H 3.114 2.852 -0.329
H 3.761 1.770 -1.596
C -2.603 0.247 0.432
O -1.465 0.304 1.112
C -1.106 -0.890 1.756
O -2.153 -1.534 2.387
C -3.258 -1.606 1.465
O -3.586 -0.332 1.223
H -2.377 -0.403 -0.435
H -2.835 1.257 0.044
H -0.388 -0.527 2.516
H -0.539 -1.486 1.015
H -4.098 -2.036 2.044
H -3.093 -2.251 0.581
*
```

Summary:
E = -18698.6721 eV
SMILES = C1OCOCO1.C1OCOCO1
Kohn-Sham gap = 0.39841 Ha

The following is a quantum chemistry calculation of the ion C3HBrNO2S with charge -1 in a non-equilibrium geometry, from the OMol25 dataset.

Geometry as ORCA input:
```
! wB97M-V def2-TZVPD RIJCOSX def2/J DEFGRID3
* xyz -1 1
C 0.812 -1.106 0.390
C 0.975 0.011 -0.593
C -1.748 0.234 0.817
N 0.051 0.921 -0.451
O 1.894 0.054 -1.425
O -2.117 1.181 1.381
S -0.445 -1.082 1.478
Br -0.569 1.983 -1.682
H 1.147 -2.195 0.086
*
```

Summary:
E = -89587.9331 eV
Kohn-Sham gap (spin up / spin down) = 0.25853 / 0.25940 Ha

The following is a quantum chemistry calculation of a structure of composition C26H26BaN8O4S2Te in a non-equilibrium geometry, from the OMol25 dataset.

Geometry as ORCA input:
```
! wB97M-V def2-TZVPD RIJCOSX def2/J DEFGRID3
* xyz -2 1
Ba -0.817 -0.261 -1.764
C -5.888 -0.690 -1.694
C -4.428 -0.724 -2.043
N -3.517 -0.118 -1.346
N -3.918 0.617 -0.263
C -2.911 0.891 0.552
O -1.720 0.465 0.435
C -3.230 1.759 1.727
C -2.187 2.286 2.483
C -2.448 3.094 3.581
C -3.757 3.379 3.938
C -4.805 2.854 3.189
C -4.543 2.052 2.090
C -3.975 -1.485 -3.204
C -4.873 -2.184 -4.022
C -4.407 -2.902 -5.105
C -3.043 -2.923 -5.371
C -2.212 -2.209 -4.521
N -2.646 -1.511 -3.476
H -6.029 -0.077 -0.810
H -6.266 -1.696 -1.496
H -6.480 -0.275 -2.515
H -1.169 2.061 2.193
H -1.624 3.499 4.155
H -3.962 4.007 4.797
H -5.829 3.071 3.467
H -5.345 1.638 1.495
H -5.931 -2.160 -3.799
H -5.103 -3.442 -5.734
H -2.623 -3.472 -6.201
H -1.136 -2.193 -4.685
Te 2.235 -1.024 -3.297
C -1.852 -1.523 2.865
N -0.557 -1.509 2.215
C -0.049 -2.610 1.597
S -0.774 -4.113 1.727
N 1.072 -2.369 0.881
C 1.831 -3.369 0.148
H -1.951 -0.602 3.439
H -1.919 -2.378 3.533
H -2.673 -1.583 2.145
H -0.351 -0.621 1.778
H 1.484 -1.447 0.929
H 1.220 -4.262 0.053
H 2.748 -3.624 0.683
H 2.086 -2.976 -0.838
O 9.008 1.943 3.398
S 7.577 2.129 3.250
O 7.147 3.520 3.235
O 6.767 1.248 4.073
C 7.193 1.589 1.548
N 8.196 1.259 0.739
C 7.857 0.890 -0.492
C 6.551 0.858 -0.938
C 5.576 1.232 -0.017
N 5.901 1.583 1.224
C 4.138 1.240 -0.374
C 3.153 1.052 0.620
C 1.831 1.162 0.248
N 1.410 1.395 -1.001
C 2.344 1.389 -2.004
C 3.718 1.459 -1.658
H 8.673 0.602 -1.149
H 6.294 0.524 -1.934
H 3.441 0.914 1.653
H 1.050 1.129 1.008
H 2.011 1.899 -2.893
H 4.436 1.648 -2.446
*
```

Summary:
E = -77155.8193 eV
Kohn-Sham gap = 0.12440 Ha

The following is a quantum chemistry calculation of an isolated molecule of C4H5NO2, from the OMol25 dataset.

Geometry as ORCA input:
```
! wB97M-V def2-TZVPD RIJCOSX def2/J DEFGRID3
* xyz 0 1
O 1.058 1.193 -1.889
C -0.160 0.686 -1.407
C 0.005 0.013 -0.072
C -0.899 -0.150 1.017
C -0.187 -0.907 1.886
O 1.024 -1.178 1.389
N 1.136 -0.598 0.155
H 1.749 0.557 -1.654
H -0.866 1.517 -1.323
H -0.582 -0.050 -2.107
H -1.897 0.246 1.144
H -0.382 -1.329 2.860
*
```

Summary:
E = -9812.2995 eV
SMILES = OCc1ccon1
Kohn-Sham gap = 0.40981 Ha

The following is a quantum chemistry calculation of a structure of composition C35H48N4OPPtS2Se, from the OMol25 dataset.

Geometry as ORCA input:
```
! wB97M-V def2-TZVPD RIJCOSX def2/J DEFGRID3
* xyz 1 1
Pt -0.592 -0.366 0.258
C -0.465 2.106 5.176
C -1.280 0.896 4.789
C -2.146 0.393 5.759
C -2.974 -0.690 5.521
C -2.954 -1.311 4.283
C -2.104 -0.831 3.303
C -1.268 0.266 3.532
P -0.162 0.708 2.153
C 0.041 2.524 2.103
C 1.329 2.994 1.830
C 1.584 4.346 1.685
C 0.542 5.252 1.819
C -0.737 4.790 2.079
C -1.020 3.432 2.216
C -2.445 3.030 2.493
C 1.475 0.036 2.607
C 2.067 0.058 3.867
C 3.321 -0.499 4.055
C 3.991 -1.072 2.979
C 3.399 -1.102 1.727
C 2.131 -0.561 1.526
C 1.447 -0.584 0.183
H -0.151 2.020 6.217
H -1.067 3.014 5.095
H 0.417 2.263 4.566
H -2.163 0.870 6.732
H -3.630 -1.049 6.303
H -3.596 -2.157 4.079
H -2.083 -1.309 2.330
H 2.147 2.291 1.734
H 2.588 4.688 1.473
H 0.723 6.314 1.716
H -1.551 5.499 2.177
H -3.128 3.743 2.030
H -2.656 3.026 3.565
H -2.687 2.048 2.100
H 1.549 0.482 4.715
H 3.771 -0.495 5.038
H 4.974 -1.502 3.123
H 3.923 -1.550 0.889
H 1.757 -1.468 -0.380
H 1.784 0.290 -0.394
C 1.970 -4.270 -0.079
N 0.590 -3.797 -0.171
C -0.061 -3.626 1.125
C 0.065 -3.306 -1.302
S -1.159 -2.092 -1.276
N 0.461 -3.835 -2.478
C 0.166 -3.176 -3.743
C 0.771 -5.258 -2.624
H 2.436 -3.771 0.772
H 2.521 -4.005 -0.976
H 2.025 -5.348 0.078
H 0.223 -4.472 1.751
H -1.140 -3.613 0.999
H 0.251 -2.699 1.609
H 0.131 -2.100 -3.601
H -0.796 -3.507 -4.143
H 0.950 -3.435 -4.455
H 0.492 -5.800 -1.727
H 1.827 -5.429 -2.838
H 0.184 -5.650 -3.455
C -1.440 2.952 -1.080
N -2.140 2.097 -2.031
C -2.223 2.333 -3.384
C -2.993 1.356 -3.912
N -3.363 0.530 -2.872
C -4.224 -0.638 -2.993
C -2.829 0.986 -1.723
Se -3.085 0.219 -0.029
H -0.706 3.536 -1.623
H -0.924 2.328 -0.357
H -2.155 3.597 -0.570
H -1.723 3.167 -3.842
H -3.317 1.181 -4.922
H -4.330 -0.870 -4.050
H -5.202 -0.432 -2.563
H -3.771 -1.476 -2.471
O 0.982 1.942 -2.748
S 0.930 0.543 -3.269
C 0.737 0.695 -5.089
C 2.074 0.381 -5.766
C 3.162 0.655 -4.731
C 2.652 -0.001 -3.457
H 0.442 1.738 -5.207
H -0.084 0.059 -5.419
H 2.202 0.971 -6.672
H 2.104 -0.672 -6.057
H 3.272 1.728 -4.567
H 4.131 0.259 -5.033
H 3.166 0.284 -2.541
H 2.641 -1.092 -3.540
*
```

Summary:
E = -144631.5393 eV
Kohn-Sham gap = 0.29628 Ha

The following is a quantum chemistry calculation of a structure of composition C41H37AsN3NiOTe, from the OMol25 dataset.

Geometry as ORCA input:
```
! wB97M-V def2-TZVPD RIJCOSX def2/J DEFGRID3
* xyz 1 3
Ni -0.873 -0.713 0.089
C -2.594 1.837 2.013
C -3.243 1.307 0.770
C -4.232 2.048 0.125
C -4.845 1.530 -0.993
C -4.545 0.230 -1.384
C -3.615 -0.479 -0.655
N -2.904 0.077 0.351
C -3.422 -1.947 -0.813
C -4.465 -2.746 -1.251
C -4.314 -4.120 -1.203
C -3.126 -4.646 -0.737
C -2.099 -3.788 -0.355
N -2.259 -2.454 -0.379
C -0.785 -4.384 0.042
C -0.279 -5.429 -0.706
C 0.964 -5.945 -0.371
C 1.646 -5.409 0.699
C 1.070 -4.363 1.420
C 1.796 -3.758 2.590
N -0.128 -3.874 1.092
H -3.360 1.992 2.777
H -2.116 2.801 1.838
H -1.855 1.139 2.397
H -4.487 3.030 0.503
H -5.571 2.116 -1.543
H -5.032 -0.224 -2.238
H -5.393 -2.301 -1.582
H -5.120 -4.774 -1.508
H -2.987 -5.715 -0.643
H -0.819 -5.799 -1.569
H 1.400 -6.744 -0.959
H 2.624 -5.776 0.984
H 1.779 -4.447 3.439
H 1.343 -2.818 2.899
H 2.841 -3.579 2.332
C -2.741 4.377 -2.567
C -2.267 4.855 -1.352
C -1.400 4.083 -0.586
C -1.010 2.823 -1.029
C -1.510 2.337 -2.237
C -2.362 3.115 -3.009
As 0.202 1.634 -0.082
C 0.712 2.490 1.580
C 1.045 3.836 1.714
C 1.405 4.344 2.954
C 1.457 3.511 4.063
C 1.159 2.161 3.933
C 0.783 1.655 2.696
C 1.805 1.919 -1.155
C 2.968 2.423 -0.581
C 4.128 2.539 -1.334
C 4.137 2.145 -2.664
C 2.975 1.657 -3.247
C 1.813 1.547 -2.497
H -3.408 4.986 -3.167
H -2.565 5.836 -1.000
H -1.042 4.469 0.359
H -1.241 1.341 -2.574
H -2.732 2.738 -3.956
H 1.053 4.490 0.852
H 1.660 5.392 3.051
H 1.738 3.913 5.029
H 1.225 1.503 4.790
H 0.534 0.605 2.595
H 2.986 2.711 0.460
H 5.028 2.932 -0.877
H 5.049 2.214 -3.247
H 2.972 1.353 -4.287
H 0.921 1.166 -2.967
O -0.717 -1.476 2.030
H -0.548 -2.441 1.734
H -1.588 -1.487 2.450
Te 0.719 -1.775 -1.553
C 2.645 -1.441 -0.752
C 2.852 -0.831 0.483
C 4.139 -0.656 0.979
C 5.233 -1.105 0.254
C 5.034 -1.733 -0.970
C 3.748 -1.899 -1.473
H 2.007 -0.511 1.077
H 4.285 -0.164 1.937
H 6.237 -0.977 0.643
H 5.884 -2.094 -1.539
H 3.598 -2.387 -2.430
*
```

Summary:
E = -158806.9489 eV
Kohn-Sham gap (spin up / spin down) = 0.23255 / 0.22882 Ha

The following is a quantum chemistry calculation of a structure of composition C60H54FGeN4O3P3S2V in a non-equilibrium geometry, from the OMol25 dataset.

Geometry as ORCA input:
```
! wB97M-V def2-TZVPD RIJCOSX def2/J DEFGRID3
* xyz 2 2
V 1.334 0.057 0.213
F 1.826 -1.078 1.873
Ge 3.746 -0.532 0.282
C 3.817 -2.525 0.407
C 5.000 -3.207 0.657
C 5.031 -4.592 0.641
C 3.883 -5.303 0.335
C 2.695 -4.633 0.095
C 2.641 -3.242 0.160
P 1.075 -2.320 -0.035
C -0.117 -2.900 1.235
C -0.834 -1.981 1.999
C -1.759 -2.406 2.936
C -1.999 -3.760 3.103
C -1.313 -4.681 2.328
C -0.378 -4.259 1.398
C 0.235 -2.971 -1.510
C -1.083 -2.542 -1.674
C -1.843 -3.021 -2.722
C -1.289 -3.928 -3.614
C 0.028 -4.334 -3.470
C 0.800 -3.848 -2.429
C 4.686 0.070 -1.365
C 6.030 -0.132 -1.650
C 6.593 0.415 -2.790
C 5.817 1.170 -3.658
C 4.473 1.365 -3.396
C 3.912 0.810 -2.249
P 2.123 1.050 -1.924
C 2.215 2.883 -1.886
C 1.649 3.827 -2.737
C 1.991 5.166 -2.605
C 2.878 5.578 -1.625
C 3.407 4.647 -0.743
C 3.079 3.314 -0.872
C 1.589 0.274 -3.497
C 1.044 0.851 -4.639
C 0.869 0.084 -5.781
C 1.258 -1.244 -5.807
C 1.818 -1.819 -4.676
C 1.968 -1.071 -3.527
C 4.587 0.482 1.792
C 5.929 0.410 2.147
C 6.411 1.143 3.219
C 5.558 1.936 3.970
C 4.218 2.011 3.637
C 3.744 1.313 2.530
P 1.975 1.339 2.129
C 1.266 1.003 3.775
C 1.637 -0.161 4.451
C 1.121 -0.428 5.704
C 0.263 0.471 6.318
C -0.046 1.660 5.680
C 0.440 1.926 4.413
C 1.406 3.054 1.808
C 0.159 3.144 0.954
C -0.796 4.226 1.459
C -0.050 5.499 1.758
C 1.241 5.460 2.097
C 1.943 4.202 2.247
H 5.898 -2.646 0.881
H 5.952 -5.115 0.851
H 3.908 -6.381 0.284
H 1.820 -5.209 -0.162
H -0.677 -0.914 1.873
H -2.290 -1.682 3.538
H -2.727 -4.100 3.822
H -1.505 -5.736 2.448
H 0.130 -5.000 0.802
H -1.516 -1.852 -0.954
H -2.869 -2.706 -2.837
H -1.895 -4.325 -4.412
H 0.454 -5.038 -4.168
H 1.831 -4.154 -2.324
H 6.628 -0.722 -0.971
H 7.640 0.263 -3.003
H 6.263 1.605 -4.540
H 3.867 1.948 -4.076
H 0.955 3.546 -3.512
H 1.561 5.889 -3.281
H 3.174 6.614 -1.562
H 4.091 4.952 0.034
H 3.525 2.578 -0.204
H 0.772 1.894 -4.672
H 0.441 0.533 -6.664
H 1.143 -1.822 -6.710
H 2.152 -2.843 -4.702
H 2.428 -1.508 -2.641
H 6.597 -0.220 1.579
H 7.455 1.084 3.484
H 5.929 2.487 4.820
H 3.529 2.579 4.246
H 2.326 -0.857 3.997
H 1.397 -1.344 6.201
H -0.151 0.255 7.290
H -0.671 2.393 6.164
H 0.186 2.868 3.954
H 0.451 3.364 -0.086
H -1.605 4.386 0.733
H -0.625 6.410 1.769
H 1.766 6.371 2.333
H 2.885 4.212 2.775
C -2.896 0.499 -3.012
N -2.425 1.367 -1.927
C -1.496 2.333 -2.500
N -2.086 3.121 -3.569
C -2.579 2.213 -4.606
N -3.537 1.255 -4.073
C -4.678 1.984 -3.527
N -4.220 2.885 -2.481
C -3.588 2.114 -1.429
C -3.253 3.822 -3.025
H -3.609 -0.216 -2.595
H -2.040 -0.044 -3.428
H -0.629 1.781 -2.884
H -1.159 3.020 -1.715
H -1.740 1.662 -5.038
H -3.059 2.811 -5.384
H -5.396 1.278 -3.104
H -5.162 2.556 -4.320
H -4.308 1.417 -0.998
H -3.263 2.796 -0.644
H -2.930 4.498 -2.229
H -3.717 4.407 -3.822
O -3.333 2.785 1.487
S -2.212 2.427 2.280
O -2.351 1.566 3.391
O -1.384 3.730 2.653
S -0.812 1.592 0.947
*
```

Summary:
E = -209641.5740 eV
Kohn-Sham gap (spin up / spin down) = 0.19247 / 0.21045 Ha

The following is a quantum chemistry calculation of the ion C3H2NOS2 with charge -1 in a non-equilibrium geometry, from the OMol25 dataset.

Geometry as ORCA input:
```
! wB97M-V def2-TZVPD RIJCOSX def2/J DEFGRID3
* xyz -1 1
C 1.056 -0.332 -0.699
C 0.033 1.725 -0.208
C -1.492 0.114 0.247
N 1.036 1.033 -0.386
O -0.393 2.793 0.010
S -3.143 0.290 -0.126
S -0.406 -1.187 -0.157
H 1.962 -0.913 -0.803
H -1.318 0.825 1.098
*
```

Summary:
E = -28349.9681 eV
Kohn-Sham gap (spin up / spin down) = 0.21904 / 0.22281 Ha

The following is a quantum chemistry calculation of an isolated molecule of C2H6Cl2OSi in a non-equilibrium geometry, from the OMol25 dataset.

Geometry as ORCA input:
```
! wB97M-V def2-TZVPD RIJCOSX def2/J DEFGRID3
* xyz 0 1
C -0.205 -2.079 1.461
O -0.463 -0.777 0.836
Si -1.093 -0.462 -0.593
Cl -3.017 -0.836 -0.857
C -0.453 1.222 -0.763
Cl -1.351 2.518 -1.360
H 0.361 -2.653 0.812
H -1.133 -2.525 1.851
H 0.302 -1.995 2.359
H -0.343 -1.041 -1.705
H 0.370 1.187 -1.456
H -0.157 1.588 0.206
*
```

Summary:
E = -37142.7474 eV
SMILES = CO[Si@@H](Cl)CCl
Kohn-Sham gap = 0.39091 Ha

The following is a quantum chemistry calculation of the ion C5H8N with charge +1 in a non-equilibrium geometry, from the OMol25 dataset.

Geometry as ORCA input:
```
! wB97M-V def2-TZVPD RIJCOSX def2/J DEFGRID3
* xyz 1 1
C -1.470 -0.345 -0.535
C -0.453 -1.356 -0.267
C -2.192 0.690 0.138
C 0.074 -0.030 0.354
C 1.721 0.598 -0.338
N -0.852 0.846 -0.469
H -0.618 -2.312 0.223
H 0.082 -1.786 -1.009
H -2.839 1.162 -0.521
H -2.176 0.568 1.132
H 0.064 0.217 1.343
H 2.157 -0.233 -0.744
H 2.301 0.933 0.556
H 1.456 1.314 -1.178
*
```

Summary:
E = -6791.2326 eV
Kohn-Sham gap = 0.33637 Ha

The following is a quantum chemistry calculation of an isolated molecule of H5NO3Si in a non-equilibrium geometry, from the OMol25 dataset.

Geometry as ORCA input:
```
! wB97M-V def2-TZVPD RIJCOSX def2/J DEFGRID3
* xyz 0 1
N 0.923 0.812 -0.917
Si -0.094 -0.018 0.200
O -0.191 0.739 1.624
O 0.551 -1.684 0.375
O -1.601 -0.204 -0.381
H 1.667 0.269 -1.327
H 0.461 1.338 -1.640
H 0.577 1.201 1.950
H 0.043 -2.327 -0.104
H -2.337 -0.126 0.219
*
```

Summary:
E = -15596.3634 eV
SMILES = N[Si](O)(O)O
Kohn-Sham gap = 0.39461 Ha